C36H57BN8O9Pb2 | the ωB97M-V functional and the def2-TZVPD basis

## Properties
E = -79759.1074 eV
net charge = +2
HOMO-LUMO gap = 0.11410 Ha
HOMO = -13.78 eV

Geometry (Å):
Pb1 -4.4156 -3.0182 4.1889
Pb2 -3.1939 -5.8826 1.4936
O1 1.5110 1.9091 -0.3201
C1 0.6355 1.1164 -0.1094
O2 0.6487 -0.0272 0.5566
B1 -0.6832 -0.6512 0.5561
O3 -1.4330 0.1861 -0.3956
C2 -0.7855 1.3432 -0.6155
O4 -1.1383 2.4191 -0.9971
O5 -1.3419 -0.5715 1.8648
C3 -1.5114 -1.8314 2.2545
O6 -2.0418 -2.1831 3.2816
C4 -1.0164 -2.7923 1.1066
O7 -0.5245 -2.0400 0.1965
O8 -0.9977 -4.0207 1.0880
O9 -2.8852 -2.8078 6.0677
H1 -2.6250 -1.9301 5.7374
C5 1.4141 5.0637 -0.4929
C6 1.6848 4.5895 0.9582
C7 1.5476 5.7158 2.0171
C8 2.7790 6.4927 1.9178
N1 3.7573 7.0936 1.8299
H2 1.7679 4.3911 -1.2746
H3 1.7762 6.0432 -0.8081
H4 0.3312 5.0756 -0.6427
H5 2.6584 4.0979 0.9508
H6 0.9836 3.7748 1.1402
H7 1.5282 5.1480 2.9458
H8 0.6959 6.3300 1.7336
C9 0.7053 1.8015 3.9548
C10 0.2975 0.4758 4.7364
C11 1.3415 -0.6166 4.7956
C12 0.8188 -1.8586 5.3456
N2 0.4481 -2.8088 5.8752
H9 1.1131 1.4630 3.0010
H10 1.3941 2.3173 4.6209
H11 -0.1205 2.4720 3.7211
H12 -0.5704 0.0155 4.2624
H13 0.0550 0.8540 5.7292
H14 2.2855 -0.2909 5.2324
H15 1.6285 -0.9749 3.7984
C13 -5.1519 3.6402 0.4140
C14 -4.9313 2.6872 1.5834
C15 -3.9931 1.4368 1.4223
C16 -4.2422 0.4337 2.4217
N3 -4.4335 -0.4096 3.1826
H16 -5.3476 3.0332 -0.4800
H17 -4.2753 4.2164 0.1229
H18 -6.0490 4.2551 0.4303
H19 -5.8525 2.4299 2.1000
H20 -4.3370 3.3575 2.2117
H21 -2.9058 1.4974 1.5043
H22 -4.2557 0.9925 0.4572
C17 2.5427 -4.0389 0.2956
C18 3.1699 -3.8513 1.6640
C19 2.8273 -4.9187 2.6896
C20 1.4213 -5.0582 3.1073
N4 0.3236 -5.1415 3.4480
H23 2.8314 -4.9006 -0.3089
H24 2.8050 -3.1855 -0.3354
H25 1.4500 -4.0434 0.2692
H26 2.8657 -2.9087 2.1220
H27 4.2579 -3.8296 1.6157
H28 3.2970 -4.7261 3.6575
H29 3.0283 -5.9372 2.3465
C21 4.0283 0.3687 0.7144
C22 5.5387 0.4677 1.0820
C23 5.7480 0.3458 2.6102
C24 5.1199 -0.7802 3.2277
N5 4.6090 -1.6949 3.6959
H30 4.0404 0.4511 -0.3735
H31 3.4257 1.1842 1.1062
H32 3.6230 -0.6050 0.9891
H33 5.9665 1.4471 0.8721
H34 6.1731 -0.2927 0.6266
H35 5.3564 1.2981 2.9757
H36 6.8002 0.3412 2.9013
C25 0.5825 1.3436 -5.8900
C26 1.0633 0.6168 -4.6324
C27 1.7751 1.4628 -3.5701
C28 3.1074 1.9203 -4.0430
N6 4.1279 2.2739 -4.4280
H37 0.0348 2.2330 -5.5534
H38 -0.0992 0.7871 -6.5290
H39 1.3421 1.8801 -6.4601
H40 1.7918 -0.1730 -4.8382
H41 0.2574 0.0753 -4.1324
H42 1.8457 0.9113 -2.6343
H43 1.1471 2.3215 -3.3198
C29 -2.4464 0.9900 -3.6401
C30 -3.3999 1.2745 -4.8158
C31 -4.6416 0.3836 -4.7834
C32 -5.4478 0.5542 -3.5871
N7 -6.0579 0.6619 -2.6179
H44 -1.5121 1.4934 -3.8773
H45 -2.1983 -0.0363 -3.3613
H46 -2.9825 1.3961 -2.7808
H47 -2.7993 1.2477 -5.7266
H48 -3.7891 2.2937 -4.8569
H49 -4.3494 -0.6737 -4.7689
H50 -5.3008 0.3339 -5.6528
C33 -0.8814 -4.6922 -4.7067
C34 -0.8093 -3.6124 -3.6446
C35 -1.9310 -3.4409 -2.6352
C36 -2.2008 -4.5743 -1.7606
N8 -2.4182 -5.4470 -1.0385
H51 -0.3166 -4.4619 -5.6134
H52 -1.8198 -4.8647 -5.2451
H53 -0.5696 -5.7047 -4.4490
H54 -0.6167 -2.6191 -4.0511
H55 0.0787 -3.7809 -3.0290
H56 -2.8972 -3.1694 -3.0690
H57 -1.6664 -2.6480 -1.9300

***

C36H57ClFN4O15S | the ωB97M-V functional and the def2-TZVPD basis

## Properties
E = -100994.4757 eV
net charge = +1
HOMO-LUMO gap = 0.27792 Ha
HOMO = -11.23 eV

Geometry (Å):
C1 -3.3840 -1.5488 4.3431
C2 -3.0708 -1.4953 2.7036
F1 -2.3896 -2.7968 2.3992
C3 -2.1910 -0.1713 2.2980
C4 -1.2339 -0.3533 0.9768
N1 -0.8638 1.0856 0.6133
C5 -1.9176 -0.8802 -0.4336
N2 -1.2635 -2.2455 -0.6587
C6 0.0917 -2.0444 -0.0185
N3 1.1624 -2.5949 -0.6775
S1 0.8845 -3.4940 -2.1911
N4 -0.0372 -1.2730 1.2748
C7 1.1902 -0.5804 1.8228
C8 2.3794 -1.5976 2.3430
O1 2.2509 -2.5439 3.2762
Cl1 4.0740 -1.4362 1.5219
H1 -4.2771 -0.8466 4.6361
H2 -2.3751 -1.2776 4.8872
H3 -3.6133 -2.6958 4.5762
H4 -4.0949 -1.5347 2.0909
H5 -2.8858 0.7911 2.1712
H6 -1.4818 0.0881 3.2139
H7 -0.0483 1.1238 -0.0375
H8 -0.6536 1.5607 1.5298
H9 -1.4033 -0.2317 -1.2765
H10 -3.0842 -0.8006 -0.5060
H11 -1.6999 -3.0548 -0.1229
H12 2.1238 -2.5066 -0.2815
H13 0.1551 -4.6583 -1.8161
H14 0.8283 0.0100 2.7954
H15 1.6248 0.2682 1.1062
O2 5.9537 -5.1556 7.3290
C9 5.6921 -4.2732 6.5283
O3 6.1283 -4.2536 5.2346
C10 5.7273 -3.0281 4.6238
C11 4.5606 -2.5391 5.4415
C12 4.8935 -3.0400 6.8242
H16 6.5727 -2.3325 4.6483
H17 5.4477 -3.2096 3.5819
H18 4.4227 -1.4559 5.3900
H19 3.6366 -3.0150 5.0912
H20 5.5198 -2.3319 7.3737
H21 3.9915 -3.2811 7.3914
O4 1.1272 -5.1834 -4.6622
C13 1.8527 -6.1490 -4.4906
O5 3.1842 -6.0693 -4.1988
C14 3.7378 -7.3841 -4.1746
C15 2.5696 -8.3031 -3.9301
C16 1.4343 -7.5829 -4.6127
H22 4.2236 -7.5763 -5.1370
H23 4.4858 -7.4546 -3.3796
H24 2.7334 -9.3167 -4.3055
H25 2.3684 -8.3691 -2.8540
H26 1.3638 -7.8458 -5.6718
H27 0.4835 -7.7608 -4.1050
O6 1.8509 2.5045 -0.6276
C17 3.0305 2.3343 -0.8880
O7 4.0546 3.0246 -0.3060
C18 5.2841 2.6480 -0.9242
C19 5.0230 1.2978 -1.5388
C20 3.5652 1.3823 -1.9145
H28 5.5438 3.4028 -1.6739
H29 6.0777 2.6074 -0.1724
H30 5.6803 1.0749 -2.3835
H31 5.1630 0.5136 -0.7849
H32 3.4257 1.8141 -2.9094
H33 3.0752 0.4085 -1.8423
O8 -3.9543 1.2318 0.2344
C21 -4.0450 2.3569 -0.2283
O9 -5.1576 2.8461 -0.8504
C22 -4.8746 4.1482 -1.3605
C23 -3.7091 4.6489 -0.5481
C24 -2.9515 3.3818 -0.2416
H34 -4.6326 4.0615 -2.4249
H35 -5.7549 4.7876 -1.2480
H36 -3.1114 5.4005 -1.0707
H37 -4.0721 5.0947 0.3859
H38 -2.2380 3.1329 -1.0320
H39 -2.4518 3.4378 0.7282
O10 -3.8814 6.8779 0.9881
C25 -3.3370 6.9621 2.0765
O11 -2.4050 6.0792 2.5415
C26 -2.0663 6.4201 3.8850
C27 -2.4330 7.8738 4.0310
C28 -3.6198 8.0091 3.1109
H40 -2.6374 5.7772 4.5630
H41 -0.9985 6.2500 4.0505
H42 -2.6448 8.1627 5.0638
H43 -1.6116 8.5021 3.6655
H44 -4.5577 7.7663 3.6181
H45 -3.6681 9.0039 2.6621
O12 4.3641 -0.8901 -4.0074
C29 5.0896 -1.8556 -3.8359
O13 6.4210 -1.7760 -3.5441
C30 6.9746 -3.0908 -3.5199
C31 5.8065 -4.0098 -3.2754
C32 4.6712 -3.2896 -3.9579
H46 7.4605 -3.2830 -4.4823
H47 7.7226 -3.1613 -2.7249
H48 5.9702 -5.0234 -3.6507
H49 5.6052 -4.0758 -2.1992
H50 4.6007 -3.5525 -5.0171
H51 3.7203 -3.4674 -3.4503
O14 -9.9159 3.4787 -5.1554
C33 -9.3715 3.5629 -4.0669
O15 -8.4395 2.6801 -3.6020
C34 -8.1008 3.0210 -2.2585
C35 -8.4675 4.4746 -2.1125
C36 -9.6543 4.6100 -3.0326
H52 -8.6719 2.3781 -1.5804
H53 -7.0330 2.8509 -2.0929
H54 -8.6793 4.7635 -1.0796
H55 -7.6461 5.1029 -2.4779
H56 -10.5922 4.3671 -2.5254
H57 -9.7026 5.6047 -3.4814

***

C36H58As3ClN2O3PReS | the ωB97M-V functional and the def2-TZVPD basis

## Properties
E = -264660.9019 eV
net charge = +3
spin multiplicity = 4
HOMO-LUMO gap (spin up / spin down) = 0.17957 / 0.13651 Ha
energy above the lowest of the compared OMol25 structures with the same formula, charge and spin = 172.6 kJ/mol
HOMO (spin up / spin down) = -14.80 / -14.80 eV

Geometry (Å):
Re1 -0.3845 -0.8149 -0.2807
C1 0.3672 -3.9148 -2.3523
As1 0.9159 -2.0675 -2.1381
C2 0.9548 -1.4934 -3.9884
C3 2.7230 -2.4214 -1.4851
C4 3.8248 -1.3539 -1.4491
C5 5.0903 -2.1010 -0.9908
C6 3.5635 -0.2592 -0.4021
As2 1.8272 0.6180 -0.1728
C7 1.7782 1.8790 -1.6467
C8 2.2876 1.7609 1.3278
C9 4.0313 -0.7314 -2.8414
As3 5.8100 0.1309 -3.1932
C10 5.2372 2.0077 -3.0900
C11 5.6912 -0.0244 -5.1373
H1 1.0468 -4.3693 -3.0730
H2 -0.6455 -3.9741 -2.7433
H3 0.4333 -4.4512 -1.4082
H4 1.7852 -2.0056 -4.4707
H5 1.0758 -0.4191 -4.0901
H6 0.0238 -1.8078 -4.4573
H7 3.0659 -3.2604 -2.0966
H8 2.5497 -2.8183 -0.4772
H9 4.8821 -2.7063 -0.1051
H10 5.8934 -1.4058 -0.7504
H11 5.4585 -2.7613 -1.7777
H12 4.2394 0.5793 -0.5981
H13 3.8175 -0.6297 0.5969
H14 2.7631 2.3334 -1.7418
H15 1.0402 2.6479 -1.4314
H16 1.5180 1.3835 -2.5798
H17 3.3708 1.8747 1.3212
H18 1.9702 1.3239 2.2730
H19 1.8158 2.7323 1.1997
H20 3.2597 0.0151 -3.0521
H21 3.9429 -1.5127 -3.6011
H22 5.2204 2.3598 -2.0576
H23 4.2649 2.1625 -3.5603
H24 5.9723 2.6094 -3.6239
H25 5.7985 -1.0683 -5.4284
H26 6.5145 0.5357 -5.5777
H27 4.7507 0.3724 -5.5208
C12 1.1502 -3.0047 2.9631
C13 1.4884 -1.8489 3.8593
C14 2.7976 -1.4909 4.0359
C15 3.1870 -0.4946 4.9622
Cl1 4.8116 -0.1090 5.1191
C16 2.2294 0.1574 5.7761
C17 0.9217 -0.1576 5.6086
C18 0.5147 -1.1221 4.6314
O1 -0.7836 -1.2888 4.6190
C19 -1.6557 -1.7655 3.5705
C20 -1.8927 -0.6393 2.5578
O2 -2.7974 0.1312 2.6869
O3 -1.0154 -0.5722 1.5590
H28 2.0509 -3.5772 2.7509
H29 0.7239 -2.6643 2.0143
H30 0.4400 -3.6836 3.4334
H31 3.5781 -2.0188 3.5027
H32 2.5518 0.8809 6.5123
H33 0.1416 0.3077 6.1965
H34 -2.5934 -1.9330 4.0917
H35 -1.3030 -2.6820 3.1117
C21 -3.9071 -1.6986 -3.6413
C22 -2.7932 -0.9789 -2.8752
P1 -2.6406 -1.4962 -1.1264
C23 -2.9977 -3.2855 -1.0437
C24 -2.3694 -3.9707 0.1671
C25 -4.0196 -0.6117 -0.3024
C26 -4.7379 -1.3779 0.8082
H36 -4.1217 -1.1666 -4.5666
H37 -4.8361 -1.7420 -3.0713
H38 -3.6231 -2.7161 -3.9053
H39 -2.9873 0.0974 -2.8416
H40 -1.8305 -1.1041 -3.3730
H41 -2.6497 -3.7348 -1.9742
H42 -4.0826 -3.4005 -1.0330
H43 -1.2806 -3.8475 0.1748
H44 -2.5799 -5.0393 0.1526
H45 -2.7661 -3.5728 1.1019
H46 -4.7328 -0.3765 -1.0972
H47 -3.6200 0.3357 0.0650
H48 -5.2884 -2.2322 0.4168
H49 -5.4561 -0.7190 1.2929
H50 -4.0637 -1.7381 1.5817
S1 -2.2879 6.0561 0.7773
C27 -1.8615 4.3478 0.5280
C28 -2.0148 3.7655 -0.7285
C29 -1.5971 2.4645 -0.9228
N1 -1.0337 1.7273 0.0419
C30 -0.9174 2.2714 1.2563
C31 -1.3097 3.5640 1.5389
C32 -3.7907 5.8234 1.7245
C33 -5.0165 5.9991 1.1047
C34 -6.1646 5.8366 1.8724
N2 -6.1466 5.5199 3.1619
C35 -4.9613 5.3722 3.7455
C36 -3.7540 5.5187 3.0772
H51 -2.4549 4.3243 -1.5428
H52 -1.7148 1.9930 -1.8919
H53 -0.4816 1.6518 2.0259
H54 -1.1830 3.9620 2.5356
H55 -5.0832 6.2639 0.0585
H56 -7.1419 5.9675 1.4228
H57 -4.9739 5.1402 4.8042
H58 -2.8177 5.4272 3.6105

***

C36H58BGeN6O2ReSSe | the ωB97M-V functional and the def2-TZVPD basis

## Properties
E = -186810.2315 eV
net charge = +1
spin multiplicity = 4
HOMO-LUMO gap (spin up / spin down) = 0.25350 / 0.20712 Ha
energy above the lowest of the compared OMol25 structures with the same formula, charge and spin = 216.4 kJ/mol
HOMO (spin up / spin down) = -10.21 / -10.25 eV

Geometry (Å):
Re1 -0.6374 0.0016 0.1864
C1 -0.3473 -2.6799 -4.5384
C2 0.0711 -2.5321 -3.1231
C3 1.1281 -3.1427 -2.4855
C4 1.0802 -2.7346 -1.1431
N1 0.0676 -1.8635 -1.0122
N2 -0.5657 -1.7749 -2.2091
B1 -2.0492 -1.3729 -2.2739
N3 -2.1883 0.1504 -2.3291
N4 -2.0309 0.8564 -1.1849
C5 -2.5618 2.0790 -1.3850
C6 -3.0042 2.1529 -2.7074
C7 -2.7559 0.9150 -3.2726
C8 -3.0216 0.4654 -4.6598
C9 -2.8067 3.1492 -0.3474
C10 -4.2336 3.6873 -0.5470
C11 -2.6924 2.5820 1.0702
C12 -1.8224 4.3073 -0.5502
N5 -2.7097 -1.8426 -0.9614
N6 -2.2837 -1.4005 0.2506
C13 -3.0182 -2.0074 1.1920
C14 -3.9361 -2.8483 0.5595
C15 -3.7157 -2.7196 -0.7970
C16 -4.4351 -3.4038 -1.8986
C17 -2.9131 -1.8832 2.6881
C18 -1.7569 -0.9880 3.1121
C19 -4.2289 -1.3157 3.2413
C20 -2.6908 -3.2882 3.2674
C21 1.8418 -3.5043 -0.0891
C22 1.2456 -4.9294 -0.1264
C23 1.7038 -2.9263 1.3117
C24 3.3304 -3.5916 -0.4474
H1 0.3743 -3.3029 -5.0601
H2 -0.4065 -1.7147 -5.0377
H3 -1.3259 -3.1529 -4.6026
H4 1.8153 -3.8338 -2.9282
H5 -2.5590 -1.8684 -3.2063
H6 -3.4739 2.9818 -3.1947
H7 -3.4885 1.2712 -5.2183
H8 -3.6802 -0.4004 -4.6660
H9 -2.0913 0.1910 -5.1547
H10 -4.9634 2.8822 -0.5341
H11 -4.3218 4.2116 -1.4935
H12 -4.4813 4.3890 0.2454
H13 -3.3641 1.7326 1.1930
H14 -2.9626 3.3374 1.8057
H15 -1.6676 2.2691 1.2903
H16 -1.9378 4.7338 -1.5430
H17 -0.8011 3.9561 -0.4526
H18 -1.9951 5.0899 0.1852
H19 -4.6604 -3.4800 1.0296
H20 -5.2074 -4.0377 -1.4733
H21 -3.7545 -4.0230 -2.4791
H22 -4.8997 -2.6808 -2.5658
H23 -1.8371 -0.0085 2.6320
H24 -0.8063 -1.4536 2.8595
H25 -1.7699 -0.8305 4.1876
H26 -4.3441 -0.2679 2.9735
H27 -4.2250 -1.3908 4.3264
H28 -5.0862 -1.8667 2.8638
H29 -1.7547 -3.7088 2.9104
H30 -3.4975 -3.9585 2.9900
H31 -2.6490 -3.2392 4.3518
H32 0.1854 -4.9160 0.1205
H33 1.7609 -5.5653 0.5912
H34 1.3573 -5.3666 -1.1167
H35 0.6671 -2.6723 1.5173
H36 2.3082 -2.0245 1.4113
H37 2.0428 -3.6405 2.0582
H38 3.4937 -4.1101 -1.3884
H39 3.8587 -4.1333 0.3342
H40 3.7576 -2.5897 -0.5257
O1 1.5969 -0.0668 3.6223
C25 1.1743 0.4587 2.6134
O2 0.7872 -0.2119 1.5714
C26 1.1380 1.9638 2.5207
C27 1.2477 2.6703 3.7123
C28 1.3056 4.0499 3.7193
C29 1.3021 4.7443 2.5185
C30 1.1888 4.0612 1.3248
C31 1.0743 2.6718 1.3179
S1 0.7914 1.9294 -0.2561
H41 1.2851 2.1006 4.6271
H42 1.3640 4.5804 4.6557
H43 1.3845 5.8204 2.5045
H44 1.1708 4.5965 0.3859
C32 7.3844 2.0533 0.3358
Ge1 5.4073 2.1066 0.4989
C33 4.5795 3.5703 -0.5549
C34 4.7388 2.1539 2.3643
C35 4.8277 0.3294 -0.2975
Se1 2.9243 0.0292 -0.5288
C36 2.7366 0.4594 -2.4161
H45 7.8251 2.9523 0.7534
H46 7.6857 1.9871 -0.7059
H47 7.7997 1.1990 0.8636
H48 4.7070 4.5144 -0.0323
H49 3.5144 3.3949 -0.6767
H50 5.0348 3.6662 -1.5361
H51 4.5373 3.1819 2.6561
H52 5.4603 1.7387 3.0622
H53 3.8165 1.5855 2.4599
H54 5.1549 -0.4450 0.3982
H55 5.3071 0.1613 -1.2600
H56 3.1247 1.4555 -2.6102
H57 1.6721 0.4178 -2.6408
H58 3.2756 -0.2823 -3.0010